ORCA calculation (ωB97M-V with the def2-TZVPD basis set) on a cluster of 2 separate species, C3H9N4S4 in total at a distorted geometry.

Each line ends with the Mulliken charge.
Cartesian coordinates (Å):
C  0.02564  0.28661  -0.09082  -0.642
C  0.81654  -0.59034  0.91241  0.328
C  -1.40646  0.31436  0.44448  0.190
N  0.65180  -0.24492  2.20252  -0.089
N  -0.35935  0.34091  2.58561  -0.675
N  -1.40233  0.50928  1.83761  0.394
N  0.17261  -0.28740  -1.50422  -0.095
S  3.21010  0.43328  -1.23221  -0.321
S  1.50333  -1.98135  0.46728  -0.183
S  -2.07803  1.89309  -0.24989  -0.173
S  -2.34372  -1.10854  -0.23250  -0.194
H  0.47205  1.24956  0.00179  0.465
H  -2.23327  0.90764  2.29121  0.275
H  4.24242  0.83839  -0.72902  0.165
H  0.52256  -1.21086  -1.28481  0.198
H  0.76597  0.19452  -2.20292  0.333
H  3.57924  -0.73949  -1.82869  0.205
H  -0.79703  -0.35067  -1.88500  0.365
H  -3.45983  1.62107  -0.28870  0.230
H  -1.88224  -2.07515  0.78587  0.225

The highest occupied orbital energy (spin up / spin down) is -10.8294 / -13.1726 eV. The calculation puts the LUMO energy (spin up / spin down) at -3.1 / -7.1 eV. The value obtained for the electronic energy is -1931.02736 hartree. As for the spin multiplicity: 3. The total charge is +1. The expectation value of S² is 2.015.